Record 1
Here is 2 unconnected molecules or ions with the total composition C5H9BClF4IO3P from OMol25. Energies are from ωB97M-V/def2-TZVPD.

Last column: Löwdin charge in e.
Geometry (Å):
C: 2.492 0.437 -0.124  -0.13
C: 1.008 0.554 0.158  -0.75
Cl: 0.339 -1.043 0.600  0.71
C: 0.223 1.134 -1.012  -0.22
C: -1.149 1.662 -0.595  -0.54
O: -1.199 3.086 -0.839  -0.09
C: -1.962 3.793 0.027  -0.38
O: -2.661 4.694 -0.305  0.10
P: -2.631 0.948 -1.536  0.58
O: -1.931 -0.450 -2.023  -0.41
I: -3.959 0.213 0.422  0.36
H: 2.912 1.426 -0.326  0.08
H: 3.004 0.020 0.742  0.08
H: 2.683 -0.221 -0.973  0.08
H: 0.857 1.182 1.040  0.10
H: 0.781 1.970 -1.443  0.12
H: 0.136 0.369 -1.784  0.10
H: -1.299 1.474 0.472  0.05
H: -1.795 3.493 1.077  0.15
H: -2.596 -1.118 -2.231  0.05
B: 1.350 -4.727 1.732  -1.26
F: 0.197 -3.914 1.650  0.03
F: 2.391 -4.134 0.982  0.06
F: 1.748 -4.844 3.079  0.07
F: 1.061 -6.005 1.210  0.07

- net charge = -1
- electronic energy (hartree) = -1945.55035


Record 2
Here is 2 unconnected molecules or ions with the total composition C5H9BF4N2O from OMol25. Energies are from ωB97M-V/def2-TZVPD.

Last column: Löwdin charge in e.
Geometry (Å):
O: 2.676 -1.656 -0.409  -0.05
C: 3.116 -0.352 -0.735  -0.22
C: 1.984 0.562 -1.294  -0.06
C: 0.644 0.026 -0.949  -0.28
N: -0.128 -0.742 -1.710  0.15
C: -1.289 -1.068 -1.018  -0.01
C: -1.195 -0.458 0.180  0.01
N: 0.008 0.202 0.199  0.19
H: 2.491 -2.151 -1.213  0.09
H: 3.445 0.081 0.206  0.12
H: 3.944 -0.402 -1.440  0.12
H: 2.058 0.677 -2.374  0.12
H: 2.071 1.555 -0.858  0.13
H: 0.116 -1.035 -2.641  0.18
H: -2.073 -1.679 -1.422  0.13
H: -1.887 -0.440 1.014  0.12
H: 0.358 0.740 0.977  0.20
B: -3.284 1.238 2.720  -1.25
F: -2.400 2.151 3.312  0.09
F: -2.786 -0.085 2.916  0.05
F: -4.568 1.375 3.225  0.12
F: -3.299 1.460 1.316  0.05

- net charge = 0
- electronic energy (hartree) = -805.19660


Record 3
Here is 2 unconnected molecules or ions with the total composition C5H9BN3O3 from OMol25. Energies are from ωB97M-V/def2-TZVPD.

Last column: Löwdin charge in e.
Geometry (Å):
C: 2.219 0.179 1.005  -0.02
B: 1.118 0.026 -0.169  -0.35
O: 1.548 -0.645 -1.395  0.07
C: -0.415 0.583 -0.145  0.00
C: -0.707 1.913 -0.901  0.07
N: -2.165 2.143 -0.752  0.16
C: -2.639 1.048 0.045  -0.15
O: -4.024 0.908 0.446  0.07
C: -4.390 -0.465 0.233  -0.17
N: -4.527 -1.661 0.409  0.20
N: -1.652 0.061 0.431  0.20
H: 1.796 0.261 2.064  0.08
H: 2.913 -0.762 0.929  0.08
H: 2.935 1.082 0.853  0.10
H: 1.138 -0.090 -2.108  0.11
H: 0.006 2.595 -1.473  0.15
H: -2.736 2.914 -1.126  0.19
H: -1.742 -0.809 0.974  0.19
O: 3.919 -2.977 0.577  -0.06
H: 3.144 -3.528 0.408  0.04
H: 4.259 -2.776 -0.305  0.05

- net charge = +1
- electronic energy (hartree) = -610.39820


Record 4
Here is 2 unconnected molecules or ions with the total composition C5H9BO2S from OMol25. Energies are from ωB97M-V/def2-TZVPD.

Last column: Löwdin charge in e.
Geometry (Å):
B: 0.719 -1.267 -1.131  -0.38
C: 0.770 1.005 1.027  -0.21
C: 0.621 0.614 2.301  -0.46
C: -1.351 -0.244 0.942  -0.40
C: -0.258 0.490 0.184  -0.43
C: -0.625 1.430 -0.924  -0.09
O: -0.319 -2.137 -1.244  0.18
O: 1.923 -1.108 -1.698  0.22
S: -0.647 -0.538 2.664  0.85
H: 1.717 1.409 0.626  0.13
H: 1.405 0.887 2.996  0.06
H: -2.436 0.165 1.143  0.11
H: -1.624 -1.181 0.423  0.06
H: 0.317 1.896 -1.278  0.09
H: -1.236 2.094 -0.355  0.07
H: -1.151 1.156 -1.826  0.08
H: -0.145 -2.941 -1.628  0.06
H: 2.321 -1.731 -2.221  0.06

- energy relative to the best compared isomer or geometry (same formula, charge and spin) (kcal per mole) = 50.61
- net charge = 0
- electronic energy (hartree) = -769.40153


Record 5
Here is a molecular structure, C5H9Br2N3O2 from OMol25. Energies are from ωB97M-V/def2-TZVPD.

Last column: Löwdin charge in e.
Geometry (Å):
C: -1.381 -0.255 1.423  -0.13
C: -1.540 0.731 0.266  -0.17
C: -0.054 -0.783 -0.423  -0.18
C: -0.619 0.966 -2.110  -0.02
C: 2.006 0.119 0.046  -1.20
N: -0.566 -1.298 0.744  0.05
N: -0.637 0.360 -0.777  -0.24
N: 2.241 -0.631 1.183  -0.59
O: 2.770 -1.733 0.978  -0.07
O: 1.731 -0.307 2.243  -0.05
Br: 3.183 -0.241 -1.335  0.75
Br: 1.611 1.959 0.426  0.75
H: -0.737 0.145 2.311  0.14
H: -2.246 -0.831 1.771  0.12
H: -2.565 0.499 -0.283  0.16
H: -1.376 1.734 0.758  0.12
H: 0.466 -1.482 -1.126  0.16
H: 0.165 0.368 -2.583  0.09
H: -1.610 0.842 -2.625  0.10
H: -0.431 2.037 -1.987  0.08
H: -0.409 -2.202 1.100  0.13

- energy relative to the best compared isomer or geometry (same formula, charge and spin) (kcal per mole) = 5.55
- net charge = 0
- electronic energy (hartree) = -5658.51097


Record 6
Here is a molecular structure, C5H9Br2NO3 from OMol25. Energies are from ωB97M-V/def2-TZVPD.

Last column: Löwdin charge in e.
Geometry (Å):
C: 1.071 1.632 -1.560  -0.05
C: 1.108 0.165 1.760  -0.11
C: -0.056 0.576 -1.508  -0.26
C: -0.251 0.186 -0.131  -0.36
C: -1.266 -1.415 -0.067  -1.07
N: -1.488 -1.668 1.340  -0.49
O: -2.432 -1.086 1.843  0.02
O: -0.730 -2.419 1.923  0.05
O: 0.917 -0.149 0.464  -0.19
Br: -2.939 -1.061 -0.978  0.76
Br: -0.216 -2.693 -0.983  0.82
H: 2.062 1.257 -1.446  0.07
H: 0.988 2.196 -2.493  0.08
H: 0.946 2.241 -0.665  0.08
H: 1.399 -0.755 2.228  0.08
H: 0.246 0.568 2.258  0.09
H: 2.044 0.935 1.720  0.15
H: -0.936 0.787 -1.932  0.04
H: 0.281 -0.273 -2.234  0.13
H: -0.749 0.977 0.463  0.16

- energy relative to the best compared isomer or geometry (same formula, charge and spin) (kcal per mole) = 6.33
- net charge = 0
- electronic energy (hartree) = -5624.23202


Record 7
Here is 2 unconnected molecules or ions with the total composition C5H9Cl from OMol25. Energies are from ωB97M-V/def2-TZVPD.

Last column: Löwdin charge in e.
Geometry (Å):
C: -2.688 -1.927 -1.362  -0.14
C: -1.985 -1.183 -0.568  0.13
C: 1.153 1.227 1.673  -0.14
C: 0.945 0.757 -0.856  -0.16
C: 0.766 0.244 0.558  -0.79
Cl: 1.733 -1.314 0.661  0.51
H: -3.528 -2.338 -0.784  0.06
H: -2.670 -2.378 -2.392  0.08
H: -0.328 -0.015 0.588  0.03
H: 1.048 0.598 2.646  0.10
H: 2.167 1.643 1.555  0.08
H: 0.441 2.035 1.738  0.06
H: 0.454 0.075 -1.511  0.05
H: 0.551 1.752 -0.758  0.08
H: 1.941 0.825 -1.188  0.05

- energy relative to the best compared isomer or geometry (same formula, charge and spin) (kcal per mole) = 97.35
- net charge = 0
- electronic energy (hartree) = -655.94266